C28H58N2O25S5 | the ωB97M-V functional and the def2-TZVPD basis

Output
- Gap between HOMO and LUMO: 0.3497 Ha
- Calculated total energy: -5082.752972 Ha

XYZ file:
```
118
Properties=species:S:1:pos:R:3:forces:R:3
C -1.06081 -0.13136 1.99448 -0.4 0.5 -0.9
H -1.43590 4.85136 7.45177 0.2 -0.3 0.0
O 2.17108 -6.71751 -1.91534 -1.1 1.0 2.5
H 4.19507 -5.33326 -3.98945 0.2 -0.1 0.2
H -2.13015 -6.50417 -6.50884 0.1 0.2 0.8
O -3.25354 4.90252 -6.08991 -2.7 0.2 -0.1
C -2.93451 -7.12509 2.74860 -0.7 1.7 0.3
H 5.64186 -0.53095 5.83770 0.2 0.0 0.1
H 1.99174 8.01813 -0.45174 -0.4 -0.7 0.3
O -3.88640 -1.08112 7.75781 -0.2 -2.5 -2.2
H 1.17567 4.68374 7.76494 -1.0 -0.4 1.4
C 1.00980 8.19553 -0.89040 -1.3 -0.6 -0.2
C 2.41923 2.14555 -6.84281 -1.5 -2.0 -1.7
O -4.50821 4.82126 -3.84673 0.1 -0.9 -3.0
H -3.77846 1.51219 5.77117 0.0 -0.1 0.1
C -1.75202 -5.64157 -7.05750 1.4 -0.7 -0.4
H -3.76531 0.74714 8.48428 -0.6 0.2 -0.2
O -1.44089 -8.40280 5.16511 -0.3 -1.4 -1.7
O -0.88347 0.01421 -0.32880 -2.3 -0.8 -3.3
C 2.36717 1.47393 -4.47057 -0.2 -0.4 1.9
H -3.55836 -6.50535 3.39268 0.6 -0.1 0.9
H 1.58163 2.08610 -4.02754 -0.4 -0.5 0.1
C -2.79310 -4.62059 -7.27590 -1.8 0.7 -0.2
S -1.51391 -8.93871 3.81429 0.0 1.6 0.2
H -2.41522 2.71663 -4.25909 0.5 -0.6 -0.2
H -1.59152 3.96669 -6.88289 -0.4 -0.2 -0.1
H -1.27416 0.79783 2.52286 0.6 -0.4 0.7
C 5.31884 0.94413 4.34023 1.7 0.8 -0.2
C -1.47151 -6.73696 2.59561 0.0 0.8 -0.5
H 3.33606 3.90044 -7.42350 1.2 0.1 0.3
H -1.03473 7.55529 -0.52629 0.3 0.1 -0.4
H -2.02513 -2.69177 -7.09194 0.6 0.1 0.5
O -1.10189 -10.28775 3.47459 -1.3 2.4 0.6
O -2.97511 -8.47158 3.16805 0.3 -1.7 0.2
S 2.78101 -5.58643 -0.82851 -1.5 -0.7 -0.6
C -0.43561 5.03573 5.51110 0.0 -0.3 -1.5
H 5.81302 1.53204 3.56678 1.2 0.1 0.0
H 1.29475 6.07476 4.42227 -0.3 0.1 0.1
H -1.33465 4.61541 0.89955 0.1 0.4 0.2
C -0.11463 0.11946 0.80293 0.9 -0.1 1.0
H 6.97162 -1.47548 3.26096 0.4 0.7 0.3
C -0.75918 5.50238 6.89830 0.6 0.5 1.3
H -2.19276 5.88608 -0.01783 -0.1 -0.2 -0.3
C -2.67116 2.71323 -5.31861 0.1 1.3 0.0
O 0.98174 5.40201 0.38185 2.0 0.1 -0.3
H -0.55483 -3.23658 -5.29203 0.3 -0.2 0.1
S -4.06620 -1.86296 6.23041 3.4 1.2 -0.8
C 0.67653 5.63540 7.58248 -0.7 -0.6 -2.7
O 3.41117 -6.25160 0.29627 0.1 0.8 -2.4
H 2.12274 0.41253 -4.51262 -0.8 0.2 -1.3
H -5.29387 1.10241 6.60603 -0.1 -0.2 -0.2
C -3.54013 0.25382 7.53874 0.7 1.3 1.1
O 1.77357 -4.60861 -0.41081 1.8 -1.4 -1.8
S -4.56909 4.36215 -5.24562 -0.1 1.3 0.6
H 3.62615 2.82971 -5.39614 0.0 -0.3 -0.1
H 5.38195 -0.38353 2.11385 0.4 -0.2 -0.5
H -2.34291 1.86843 -5.92414 -0.4 -0.2 0.5
H 3.24272 -7.63647 -3.21330 0.8 0.5 -1.0
H -1.57499 4.60392 -5.23186 0.8 -0.6 0.0
H -2.85445 -4.15528 -8.25968 0.0 -0.9 -0.4
O 1.49377 5.99333 6.45688 0.7 2.4 0.6
H 0.32299 1.11664 0.75597 0.0 0.0 0.3
H -1.43109 -6.10982 -7.98800 0.7 0.4 0.0
C 2.68746 -6.69932 -3.25277 -0.7 -0.1 1.2
H 3.10910 1.30670 -3.68976 0.5 1.0 0.0
H 2.81133 3.05790 -8.72791 -0.1 -0.7 -0.1
H 2.68609 -4.56003 -3.70104 -0.4 -0.1 0.3
C 3.34157 -5.33894 -3.31150 0.5 -0.3 -1.9
O -4.40479 -0.39219 5.49135 0.0 -2.4 -0.3
S -2.26824 -0.88494 -0.18370 -0.2 0.4 0.2
H -2.47209 0.45906 7.46626 0.3 -0.7 -0.5
H -1.29517 6.44980 6.84160 0.4 0.3 0.3
C 1.07461 5.41555 5.26195 -1.1 -1.5 0.7
O -0.66875 -4.94282 -6.38467 0.9 -2.4 -1.0
O -2.34376 -0.35535 1.40179 -1.6 -1.3 -1.6
H 4.96067 1.73904 4.99439 -0.5 -0.6 0.5
H 0.68376 -0.62233 0.78257 0.1 0.0 0.0
O 4.35666 0.28187 3.64372 -3.1 -0.4 0.7
H -3.09668 -3.00848 -5.76467 -0.5 -0.1 -0.2
H 1.86664 -6.75444 -3.96783 -0.1 -0.1 0.2
H -1.54974 -4.50779 -4.57864 -0.5 -0.1 0.1
C 6.15072 -0.22078 4.92504 1.1 1.5 1.7
H -1.28704 -6.52369 1.54271 0.2 0.1 0.1
C -2.15928 4.03482 -5.95493 0.9 0.7 1.3
C -1.31562 5.23943 0.00605 0.6 -0.3 0.0
H 7.18170 0.06364 5.13547 -0.1 0.1 0.4
O -5.76969 4.59650 -6.03011 2.2 -0.6 1.4
O 3.79826 -5.05145 -2.04078 0.4 0.7 3.3
C 0.03735 5.97594 -0.08694 -2.6 -1.3 1.4
H -0.68947 3.97896 5.42814 0.8 -0.3 0.0
N 2.90496 2.15107 -5.59472 0.6 -0.1 0.2
H -1.09834 -5.89962 3.18529 -0.3 -0.1 0.3
H 4.26132 2.36270 -7.99788 0.1 0.4 0.4
C 3.32163 2.87151 -7.78295 -1.1 1.2 -1.1
O -1.96136 -2.30599 -0.24009 -0.3 2.2 0.2
H -3.39936 -6.83432 1.80654 -0.3 -1.5 -0.5
H 0.66797 9.16229 -0.52075 0.0 0.0 -0.2
H -1.05673 5.44949 4.71667 -0.1 0.5 0.2
C -1.25325 -4.04219 -5.51853 -0.1 1.5 -0.7
H -1.26935 4.49220 -0.78616 -0.5 0.2 -0.4
O -0.75841 -7.90102 2.86350 1.7 -1.8 0.4
C 6.11254 -1.28309 3.90369 -0.5 -1.8 -1.3
N -0.09677 7.19209 -0.61810 1.7 1.9 -0.2
H 0.72364 6.38595 8.37150 0.3 -0.2 -0.1
O -4.09600 2.84678 -5.32166 -1.0 -0.4 -0.5
O -3.38754 -0.39455 -1.04023 3.6 -0.8 2.9
H -3.76108 -5.04179 -7.00442 -0.2 0.3 -0.1
H 1.12303 8.20726 -1.97444 0.1 0.3 0.1
C -2.35325 -3.47631 -6.41007 -0.8 1.3 1.7
H -0.72848 -1.01684 2.53631 -0.3 0.4 0.4
H 4.28088 -1.55732 2.76666 -0.2 0.1 0.2
C -4.30720 0.73533 6.32344 0.0 0.4 0.6
H 5.83281 -2.30164 4.17278 0.1 0.1 1.0
O -5.17496 -2.75208 6.22061 0.2 0.8 0.4
O 1.40991 1.52382 -7.24439 1.6 1.1 1.4
C 4.99625 -0.78554 3.05072 -0.8 -0.4 -2.9
O -2.77184 -2.37750 5.66977 -3.6 1.9 1.9
H 1.63181 4.48792 5.13102 0.2 -0.2 -0.4
```
Forces are in eV/Å.

Atomic partial charges in e from the Mulliken method, atoms 1 to 4: atom 1 (C): -0.179, atom 2 (H): 0.302, atom 3 (O): -0.362, atom 4 (H): 0.293

=====

C28H58NO18S2 | the ωB97M-V functional and the def2-TZVPD basis

Output
- Gap between HOMO and LUMO: 0.3027 Ha
- Charge: -1
- Calculated total energy: -3307.131460 Ha
- Relative energy (zero: lowest compared OMol25 entry of this formula, charge and spin): 0.000 eV

XYZ file:
```
107
Properties=species:S:1:pos:R:3:forces:R:3
O 5.51432 7.97538 -0.01340 0.0 0.0 0.0
N -0.43571 0.56984 1.28401 0.0 -0.1 -0.1
H -1.53398 1.23145 5.83040 -0.1 0.0 0.1
C -4.26307 -4.22380 -5.31215 0.0 0.0 -0.1
H 6.72206 1.92735 11.51185 0.0 0.0 0.0
H 2.90052 3.28517 6.83553 0.0 0.0 0.0
H 2.50645 2.80615 12.58509 0.0 0.0 0.0
H -3.59046 -0.12944 4.63288 0.0 0.0 -0.1
O -2.94076 -6.26223 -10.91437 0.0 0.0 0.1
H -1.56974 -4.75015 -5.00404 0.0 0.0 0.0
O 0.23380 0.66774 7.67465 0.1 0.0 0.3
C -4.47095 -5.71632 -5.41995 0.0 0.0 0.0
H 3.32072 1.68840 7.95344 0.0 0.0 0.0
C -1.78325 -0.10504 3.56104 -0.1 -0.1 0.0
H 1.38612 4.77331 -1.01960 0.0 0.1 0.0
O -0.07793 -2.36421 -7.06326 0.0 0.0 0.0
H 5.83621 1.62315 13.01094 0.0 0.0 0.0
H 2.46671 1.92983 4.11870 0.0 0.0 0.0
O 3.73083 1.82635 11.34780 0.0 -0.1 0.0
H -3.48654 1.19895 3.49917 0.0 0.1 0.0
H 1.83885 3.85340 5.55286 0.0 0.0 0.0
H 3.91413 6.47512 1.76936 0.0 0.0 0.0
C 4.24311 4.03428 12.26376 0.0 0.0 -0.1
C -2.36923 -5.92127 -6.63795 0.1 0.0 0.0
H 1.38324 6.54587 -1.11801 0.0 0.0 0.0
H -0.32571 0.63264 -5.81140 0.0 0.0 0.0
O -0.60485 -1.90639 -4.98530 0.1 0.0 0.0
H 2.99168 0.03345 7.43255 0.0 0.0 0.0
O -3.36898 -4.73714 -9.40014 -0.1 0.0 -0.1
H -0.94196 -6.39635 -5.10015 0.0 0.0 0.0
C -1.25654 -5.53532 -5.69206 -0.1 0.0 0.1
C 3.10851 2.22551 4.94678 0.0 0.0 0.0
H -1.47622 0.08774 -7.03423 0.0 0.0 0.0
O 1.17502 2.18690 6.42787 -0.1 0.2 0.2
H -3.57976 -3.80523 -6.04466 0.0 0.0 0.0
H 3.91185 2.86720 4.57650 0.0 0.0 0.0
H 6.53505 0.27389 12.09573 0.0 0.0 0.0
C -1.18581 2.98594 0.24528 0.0 -0.2 -0.1
H -5.61633 -5.87118 -9.03888 0.0 0.0 0.0
H 3.83973 4.50803 11.36912 0.0 0.0 0.0
O 0.78706 0.37461 3.39436 -0.1 0.1 0.0
O -3.50683 -6.48824 -5.95557 -0.1 0.0 0.0
H -4.22754 -7.98784 -13.51905 0.0 0.0 0.0
C -0.47586 -0.06609 -6.62837 0.1 0.0 0.0
S -1.55393 1.19356 0.36616 0.1 0.2 0.2
H 5.32221 3.93912 12.14107 0.0 0.0 0.0
H 3.86912 4.74791 -1.11473 0.0 0.0 0.0
H 2.02050 5.73993 0.31669 0.0 0.0 0.0
O 0.19930 2.97971 -1.55222 0.0 -0.2 -0.4
H -3.39842 -6.42321 -13.55620 0.0 0.0 0.0
C -0.77369 -0.96194 -3.90475 0.0 0.0 0.0
C -3.31120 -7.42708 -11.65923 0.0 0.0 0.0
H -2.36471 2.57158 5.08320 0.0 0.0 0.0
O -1.33303 0.70199 -0.98744 0.1 -0.1 0.0
C -2.91989 0.64618 4.24872 0.0 0.0 0.2
C -2.49568 1.54580 5.42196 0.1 0.1 -0.3
H -1.29878 -0.79630 4.25158 0.1 0.1 0.0
H 2.43998 0.58639 9.01121 0.0 -0.1 0.0
C 3.30153 5.62659 -1.42358 0.0 0.0 0.0
H -2.22824 0.24503 -2.94975 -0.1 0.0 0.0
H -2.16910 -0.67720 2.71891 0.0 0.0 0.0
O -2.89934 1.08427 0.89422 0.0 -0.1 -0.1
H -5.23523 -3.74665 -5.40516 0.0 0.0 0.1
H 5.60681 6.00861 1.59599 0.0 0.0 0.0
O -0.74803 2.29158 3.09485 0.0 0.0 0.0
H -5.45823 -7.04384 -10.35650 0.0 0.0 0.0
C -4.02223 -7.08003 -12.95020 0.0 0.1 0.0
C 1.25246 1.23801 7.38034 -0.2 -0.1 -0.4
H -2.36296 -7.91958 -11.86899 0.0 0.0 0.0
O 4.07863 6.81833 -1.19919 0.1 0.0 0.0
H -0.02679 -0.17150 -3.98683 0.0 0.0 0.0
H -2.04346 -6.71692 -7.30785 0.0 0.0 0.0
H 0.24593 0.13122 -7.41654 0.0 0.0 0.0
H -3.87440 -4.01072 -4.31543 0.0 0.0 0.0
H -0.53648 -1.53030 -3.00851 0.0 0.0 0.0
H -0.40434 -5.15472 -6.25472 0.0 0.0 0.0
C 6.04279 1.23939 12.01639 0.0 -0.1 0.1
H -2.45497 0.15100 -4.70923 0.0 0.0 0.0
H -2.69616 -5.09703 -7.26618 0.1 0.0 0.0
H 4.05233 4.68562 13.11763 0.0 0.0 0.0
H -3.89660 -8.10786 -11.04007 0.0 0.0 0.0
O 4.81053 0.29341 10.21905 0.1 0.0 0.1
C 2.58890 0.88643 7.97898 -0.1 0.1 0.1
H -5.79438 -5.34488 -10.71407 0.0 0.0 0.0
C 1.94143 5.67667 -0.76919 0.0 0.1 0.1
C -2.17603 -0.41185 -3.81665 0.0 0.0 -0.1
H 3.55475 1.32083 5.36248 0.0 0.0 0.0
C 3.58377 2.68887 12.48063 0.0 0.0 0.0
O -1.09665 3.36822 -1.10458 0.0 0.4 0.2
H 0.02265 2.05231 -1.79771 0.0 -0.1 0.2
H 3.20346 5.57956 -2.50673 0.0 0.0 0.0
C 4.65002 6.05540 1.08277 0.1 -0.1 0.0
C 4.82600 1.06227 11.13884 -0.1 0.1 -0.1
O -5.46537 -6.25066 -5.00143 0.0 0.0 0.0
H 4.33230 5.05284 0.81420 0.0 0.0 0.0
H 3.94344 2.19735 13.38583 0.0 0.0 0.0
H -0.25004 3.15120 0.77324 0.0 0.1 0.0
C -3.79465 -5.63015 -10.07883 0.0 0.0 0.0
H -2.89470 -1.22302 -3.69188 0.0 0.0 0.0
C 4.79793 7.01110 -0.07902 -0.1 0.0 0.0
C 2.29171 2.96253 5.98723 0.1 0.0 -0.1
H -3.23780 1.54454 6.22232 0.0 -0.1 0.0
C -5.25304 -6.02204 -10.05228 0.0 -0.1 0.1
H -1.99557 3.55822 0.69202 -0.1 -0.1 0.0
S -0.45052 0.88883 2.85161 0.0 0.1 0.1
C -0.35304 -1.52353 -6.24579 -0.1 0.0 0.0
H -4.96878 -6.57272 -12.76378 0.0 0.0 0.0
```
Forces are in eV/Å.

Atomic partial charges in e from the Mulliken method, atoms 1 to 4: atom 1 (O): -0.582, atom 2 (N): -0.646, atom 3 (H): 0.097, atom 4 (C): -0.829

=====

> Which value of gap between HOMO and LUMO does entry 1 give?

0.3497 Ha

=====

> Which of these has the lowest calculated total energy?

C28H58N2O25S5

=====

> What is the formula in the second record?

C28H58NO18S2